11
Properties=species:S:1:pos:R:3 method="wB97M-V/def2-TZVPD" largest_force_ha_per_bohr=0.1293 charge=+1 homo_ev="-13.8470 / -13.8474" e_lumo_ev="-8.733 / -8.739" orbital_gap_ev="5.11 / 5.11" total_energy_ha=-584.4223 de_lowest_kcal_mol=104.0
O 2.3418 -0.8960 -0.4863
C 2.1141 0.3805 -0.6180
O 2.9574 1.2724 -0.5874
C -1.5481 -0.7547 0.0933
C -1.0144 0.4757 0.5402
O 0.8003 0.6313 -0.8014
Al 0.5454 -1.1103 -0.1736
H -1.9001 -1.4619 0.8532
H -2.0649 -0.7677 -0.8726
H -0.4120 1.3146 0.9079
H -1.8195 0.9160 1.1446


23
Properties=species:S:1:pos:R:3 method="wB97M-V/def2-TZVPD" largest_force_ha_per_bohr=0.0082 charge=+1 homo_ev=-12.7729 e_lumo_ev=-3.345 orbital_gap_ev=9.43 total_energy_ha=-346.8248 de_lowest_kcal_mol=55.1
C -0.5275 0.0469 -2.5181
C -0.2894 1.1197 -1.5056
C 0.6860 2.0004 -1.4675
N -1.2918 1.1610 -0.3984
H 0.1285 0.2064 -3.3715
H -0.3084 -0.9338 -2.0966
H -1.5639 0.0559 -2.8575
H 0.7518 2.7385 -0.6816
H 1.4352 2.0024 -2.2416
H -0.8909 0.8574 0.5135
H -2.0819 0.5439 -0.5933
H -1.6427 2.1110 -0.2720
N 0.7952 -2.8256 1.5230
C 0.4823 -1.5087 0.9847
C 0.6446 0.7416 2.1224
C 0.2776 -0.5335 2.1082
H 1.0203 -3.4620 0.7614
H -0.0199 -3.2192 1.9808
H -0.4209 -1.5076 0.3486
H 1.3116 -1.1814 0.3488
H 0.4783 1.3484 3.0014
H 1.2015 1.1905 1.3085
H -0.1759 -0.9522 3.0026


123
Properties=species:S:1:pos:R:3 method="wB97M-V/def2-TZVPD" largest_force_ha_per_bohr=0.1625 charge=-1 homo_ev=-4.1685 e_lumo_ev=1.367 orbital_gap_ev=5.54 total_energy_ha=-4263.8845 de_lowest_kcal_mol=298.4
C 4.6433 0.4483 0.6443
C 3.1896 -0.2845 1.0107
C 2.7390 -0.1913 2.6030
C 1.2873 -0.8532 2.9915
C 0.3783 -1.6158 1.8142
C 0.8039 -1.7683 0.2509
C 0.0700 -2.5059 -0.9745
P -1.6861 -3.1562 -0.7710
C -1.0802 -5.0099 -0.7137
C -2.0583 -5.8839 0.3251
C -1.5129 -5.7082 1.8866
S -2.7761 -4.9718 3.0576
O -3.7206 -6.0426 3.7248
O -2.0522 -4.2714 4.2731
O -3.7456 -3.7250 2.3458
C -2.3860 -1.3379 -0.7967
C -3.7796 -1.1624 0.0412
C -3.6259 -0.3110 1.4531
Cl -4.9123 -0.1051 -1.0423
C 2.2681 -1.0441 -0.1330
H 5.0464 1.0387 1.5993
H 5.4402 -0.3348 0.2489
H 4.4394 1.2196 -0.2275
H 3.3694 0.3148 3.4542
H 0.8770 -0.8258 4.1103
H -0.6338 -2.0637 2.1705
H 0.7769 -3.3968 -1.3393
H 0.0692 -1.7458 -1.8965
H -1.6578 -3.2018 0.6663
H -3.0571 -3.5966 -0.7031
H -1.8048 -3.2523 -2.2294
H 0.0049 -5.0984 -0.2230
H -1.0770 -5.5115 -1.7777
H -3.1766 -5.5407 0.2972
H -2.0261 -7.0284 -0.0053
H -1.0940 -6.7541 2.2372
H -0.5850 -4.9573 1.8838
H -4.3516 -4.2323 1.7296
H -1.6122 -0.5467 -0.4184
H -2.6325 -1.0958 -1.9280
H -4.3766 -2.1470 0.2444
H -4.2974 0.6736 1.4271
H -2.5197 0.0598 1.5527
H -4.0047 -0.9724 2.3472
H 2.7027 -1.0710 -1.2218
C 6.6192 2.2338 7.2524
C 5.7818 1.7830 6.0729
C 5.3546 0.3483 6.1550
O 5.1891 0.0015 4.7912
C 6.0421 0.8051 4.0855
O 6.3205 0.6514 2.9097
O 6.5428 1.8015 4.8760
H 7.0156 3.2392 7.0767
H 6.0305 2.2425 8.1745
H 7.4850 1.5781 7.3956
H 4.9244 2.4541 5.9388
H 4.4181 0.2204 6.7046
H 6.1158 -0.3101 6.5877
C -0.5009 3.6841 4.7896
C 0.6565 3.7942 5.7613
C 1.9547 3.2903 5.2061
O 2.6552 2.9018 6.3748
C 1.7032 2.5604 7.2961
O 1.9334 1.9868 8.3458
O 0.4593 2.9458 6.8807
H -1.4428 3.9356 5.2882
H -0.3642 4.3533 3.9350
H -0.6087 2.6591 4.4183
H 0.7454 4.8239 6.1290
H 2.5057 4.0620 4.6617
H 1.8428 2.4102 4.5633
C 3.3814 -0.5778 -5.5014
C 1.9057 -0.9124 -5.5803
C 1.0524 -0.0747 -4.6762
O -0.0586 -0.9207 -4.4363
C 0.4039 -2.2028 -4.5543
O -0.2182 -3.1943 -4.2172
O 1.6579 -2.2230 -5.0978
H 3.9684 -1.3042 -6.0731
H 3.5809 0.4240 -5.8933
H 3.7432 -0.6286 -4.4686
H 1.5619 -0.8647 -6.6210
H 0.7345 0.8597 -5.1466
H 1.5262 0.1522 -3.7148
C -1.7009 4.0773 -0.9977
C -0.5435 4.1873 -0.0260
C 0.7547 3.6834 -0.5811
O 1.4552 3.2949 0.5876
C 0.5032 2.9536 1.5088
O 0.7334 2.3800 2.5585
O -0.7407 3.3390 1.0935
H -2.6428 4.3287 -0.4991
H -1.5642 4.7465 -1.8523
H -1.8087 3.0522 -1.3689
H -0.4546 5.2171 0.3417
H 1.3057 4.4551 -1.1256
H 0.6428 2.8034 -1.2239
C 3.8718 2.2256 -10.9626
C 2.9512 2.7024 -9.8577
C 3.5968 3.6763 -8.9185
O 2.8617 3.4796 -7.7233
C 2.4192 2.1855 -7.7546
O 1.9272 1.6016 -6.8055
O 2.6054 1.6340 -8.9913
H 3.3980 1.4199 -11.5329
H 4.1236 3.0414 -11.6466
H 4.8001 1.8129 -10.5525
H 2.0242 3.1049 -10.2847
H 3.5100 4.7107 -9.2620
H 4.6502 3.4544 -8.7151
C -7.5437 -1.8450 -0.4292
C -8.8303 -1.3246 0.1787
C -9.1353 -1.9079 1.5257
O -10.5476 -1.8124 1.5860
C -10.9907 -1.8662 0.2928
O -12.1552 -2.0156 -0.0318
O -9.9526 -1.7332 -0.5864
H -7.4404 -1.4945 -1.4614
H -6.6733 -1.5139 0.1449
H -7.5408 -2.9398 -0.4701
H -8.8202 -0.2279 0.2049
H -8.6729 -1.3450 2.3409
H -8.8575 -2.9637 1.6176


191
Properties=species:S:1:pos:R:3 method="wB97M-V/def2-TZVPD" largest_force_ha_per_bohr=0.0552 charge=0 homo_ev=-7.6233 e_lumo_ev=0.292 orbital_gap_ev=7.91 total_energy_ha=-3247.5196
C 4.4687 0.0045 -17.4902
C 3.6253 -0.1168 -18.7828
C 2.8005 -1.3982 -18.7190
C 2.5421 1.0068 -18.7537
C 2.8003 2.1873 -19.7238
C 4.3024 2.4240 -19.9093
C 5.0859 1.2108 -20.4273
C 5.0300 1.2105 -21.9292
C 6.5522 1.1811 -19.9364
N 4.4114 -0.0198 -20.0026
O 5.0837 -1.2215 -20.3032
H 4.7259 1.0425 -17.2342
H 3.9991 -0.3619 -16.5779
H 5.5078 -0.3429 -17.4961
H 3.3150 -2.3502 -18.5797
H 1.9753 -1.3101 -18.0138
H 2.3066 -1.5420 -19.6877
H 1.4840 0.7509 -18.7699
H 2.6870 1.5397 -17.8074
H 2.3533 1.8324 -20.6597
H 2.2344 3.0760 -19.4496
H 4.7916 2.9054 -19.0600
H 4.2688 3.1861 -20.6945
H 5.2648 2.1703 -22.3943
H 4.0135 0.9275 -22.2122
H 5.7092 0.5082 -22.4217
H 7.0544 2.0742 -20.3145
H 7.0766 0.2877 -20.2730
H 6.6411 1.1464 -18.8501
H 4.8977 -1.3389 -21.2421
C 3.1182 -5.4395 -15.3812
C 3.6909 -5.2481 -13.9535
C 3.3687 -6.5496 -13.1647
C 5.2159 -5.1066 -14.0614
C 5.6541 -3.6418 -14.1658
C 4.9053 -2.6942 -13.2265
C 3.3971 -2.7380 -13.4690
C 2.7788 -1.9293 -12.2746
C 3.0734 -1.9555 -14.7710
N 3.0140 -4.1336 -13.3460
O 1.6218 -4.2736 -13.2187
H 2.0750 -5.1738 -15.5584
H 3.6788 -4.8058 -16.0767
H 3.1773 -6.4612 -15.7682
H 2.4099 -7.0018 -13.4211
H 4.1704 -7.2821 -13.2716
H 3.2995 -6.4234 -12.0783
H 5.7250 -5.5266 -13.1910
H 5.5398 -5.6884 -14.9237
H 6.7308 -3.6205 -13.9768
H 5.5655 -3.2734 -15.1913
H 5.2386 -1.6692 -13.3994
H 5.0663 -2.9580 -12.1797
H 3.0964 -0.8846 -12.3005
H 3.2679 -2.2437 -11.3468
H 1.7006 -1.9456 -12.1379
H 2.0422 -1.9015 -15.1114
H 3.6073 -2.4428 -15.5940
H 3.5863 -1.0013 -14.6607
H 1.4911 -4.7165 -12.3723
C 14.4458 2.0763 -15.1555
C 13.5030 3.1426 -15.7045
C 14.0993 3.5059 -17.0923
C 12.1030 2.5207 -15.8545
C 11.0374 3.5671 -16.1144
C 11.1010 4.7809 -15.1857
C 12.4868 5.3890 -15.0171
C 12.6487 6.2837 -16.2414
C 12.4919 6.1794 -13.6771
N 13.4610 4.3072 -14.7935
O 14.7575 4.9185 -14.6958
H 14.5316 1.2582 -15.8677
H 15.4174 2.4661 -14.8618
H 13.8854 1.6726 -14.3055
H 14.1984 2.6006 -17.6866
H 13.5195 4.2486 -17.6461
H 15.0203 4.0775 -16.9692
H 12.0757 1.8322 -16.7006
H 11.7369 2.0291 -14.9472
H 11.2124 3.9186 -17.1376
H 10.0376 3.1335 -16.0705
H 10.6608 4.5493 -14.2071
H 10.3384 5.4676 -15.5637
H 13.6384 6.7476 -16.2670
H 11.9601 7.1291 -16.1283
H 12.3452 5.9328 -17.2259
H 12.7086 5.5584 -12.8091
H 11.5467 6.6892 -13.4857
H 13.3033 6.9106 -13.6904
H 15.1239 4.3130 -14.0399
C 9.5482 -1.5973 -8.6266
C 10.5863 -0.9318 -9.5791
C 11.5256 -0.0597 -8.6699
C 11.4838 -2.0155 -10.1660
C 11.0229 -2.5732 -11.4820
C 10.5774 -1.5274 -12.4821
C 9.5010 -0.5686 -11.8902
C 9.3709 0.5896 -12.8442
C 8.1909 -1.3579 -11.6793
N 10.0051 -0.0591 -10.6050
O 9.2076 0.9553 -10.0620
H 8.6737 -0.9467 -8.6011
H 9.2596 -2.5722 -9.0187
H 10.0281 -1.6830 -7.6555
H 11.9374 -0.6521 -7.8544
H 12.3401 0.3596 -9.2641
H 10.9952 0.8225 -8.3091
H 12.5059 -1.6226 -10.1855
H 11.6321 -2.7960 -9.4129
H 11.8266 -3.1503 -11.9513
H 10.2475 -3.3311 -11.3309
H 10.1145 -2.0371 -13.3321
H 11.4216 -0.9878 -12.9150
H 9.0530 0.3138 -13.8564
H 10.2025 1.2723 -13.0288
H 8.5795 1.2756 -12.5203
H 8.2225 -2.1418 -10.9256
H 8.0928 -1.9542 -12.5935
H 7.3385 -0.6942 -11.5353
H 8.3362 0.5357 -9.9591
N 1.3642 4.3208 -16.8799
C 2.7261 4.3843 -16.9470
N 3.1290 5.2664 -17.8837
O 3.4568 3.6353 -16.2882
H 0.7503 5.0824 -17.0774
H 1.1591 3.5382 -16.2614
H 4.1263 5.3254 -18.0708
H 2.5231 5.8529 -18.4200
C 8.0092 5.7076 -11.3517
C 6.6379 5.1126 -11.1622
O 6.5805 3.8517 -11.8911
H 8.8126 4.9707 -11.4358
H 8.3548 6.3635 -10.5513
H 8.0872 6.1947 -12.3262
H 5.8579 5.6753 -11.6828
H 6.2649 4.9070 -10.1621
H 6.4388 3.9871 -12.8350
C 7.5971 4.1320 -18.2286
C 7.0072 5.2466 -19.1240
O 5.8693 5.8193 -18.4679
H 6.9854 3.2336 -18.2202
H 7.6922 4.4513 -17.1962
H 8.5785 3.8685 -18.6298
H 6.7321 4.9265 -20.1259
H 7.6922 6.0968 -19.1870
H 6.1131 6.4120 -17.7419
C 7.0994 1.4968 -15.5911
C 6.1591 1.8894 -14.5106
O 5.7687 3.2560 -14.6509
H 7.1866 0.4044 -15.6226
H 8.1222 1.8715 -15.5037
H 6.8101 1.7490 -16.6129
H 6.5996 1.8451 -13.5137
H 5.2624 1.2579 -14.5390
H 5.2112 3.3773 -15.4346
C 6.9098 6.1214 -15.2848
C 6.4651 7.5611 -15.3113
O 6.6044 8.1351 -16.6296
H 7.8745 5.9649 -15.7627
H 6.1487 5.4949 -15.7482
H 6.9446 5.8285 -14.2356
H 7.1482 8.1508 -14.6904
H 5.4292 7.6280 -14.9726
H 5.9420 8.8323 -16.6516
C 9.7000 -1.0372 -16.6844
C 10.9642 -1.1925 -17.5146
O 11.0181 -0.1322 -18.4349
H 9.6488 -1.7899 -15.8969
H 8.8254 -1.0074 -17.3296
H 9.8595 -0.1043 -16.1360
H 10.9524 -2.1875 -17.9799
H 11.8517 -1.1580 -16.8691
H 11.8371 -0.1886 -18.9350
C 2.1783 3.1568 -13.2096
C 2.1201 1.6413 -13.5493
O 2.0103 1.5872 -14.9826
H 1.3113 3.7311 -13.5204
H 3.1247 3.5729 -13.5484
H 2.2337 3.2031 -12.1135
H 1.2090 1.1233 -13.2328
H 2.8858 1.0031 -13.0995
H 2.7266 2.1319 -15.3450
C 5.3753 0.0497 -8.9317
C 5.3393 1.3783 -9.6871
O 6.6439 1.7401 -10.0944
H 4.4239 -0.3529 -8.5972
H 6.1776 -0.0365 -8.1991
H 5.7411 -0.6337 -9.7100
H 4.9398 2.2067 -9.0874
H 4.6880 1.3626 -10.5684
H 6.6465 2.4686 -10.7342